1.
The following is a quantum chemistry calculation of one molecule with the formula C5H8N2 at a distorted geometry, from the Open Molecules 2025 dataset.

Properties
- E_LUMO: 1.0 eV
- Largest force on an atom: 2.1 eV Å⁻¹
- Structure (SMILES): Cc1cn[nH]c1C
- Gap between HOMO and LUMO: 9.478 eV
- E_HOMO: -8.527 eV
- ΔE to the lowest compared entry with this formula, charge and spin: 10.6 kcal/mol
- DFT total energy: -8294.5384 eV

Bonds (Å) are listed after each position.
Element x y z (Å)
1 C -0.9468 -1.4120 -0.8453  H2 1.094, H4 1.094, C6 1.485, H15 1.094
2 H -0.7562 -1.9130 -1.7993  C1 1.094
3 C -0.3223 0.3419 1.8355  H8 1.094, H10 1.095, C11 1.481, H14 1.095
4 H -1.9927 -1.0900 -0.8326  C1 1.094
5 H 0.7676 -0.0660 -2.6157  N9 1.015
6 C -0.0505 -0.2427 -0.6604  C1 1.485, N9 1.360, C11 1.389
7 N 1.5464 1.3167 -1.2077  N9 1.420, C13 1.323
8 H -0.0567 -0.6160 2.2929  C3 1.094
9 N 0.6666 0.3061 -1.6769  H5 1.015, C6 1.360, N7 1.420
10 H -1.4142 0.4004 1.7771  C3 1.095
11 C 0.2892 0.4544 0.4916  C3 1.481, C6 1.389, C13 1.420
12 H 1.7901 2.1190 0.7050  C13 1.085
13 C 1.2668 1.4004 0.0831  N7 1.323, C11 1.420, H12 1.085
14 H 0.0170 1.1452 2.4976  C3 1.095
15 H -0.8044 -2.1445 -0.0450  C1 1.094



2.
The following is a quantum chemistry calculation of one molecule with the formula C5H8N2, from the Open Molecules 2025 dataset.

Properties
- E_LUMO: 1.0 eV
- Largest force on an atom: 0.4 eV Å⁻¹
- Structure (SMILES): CCn1ccnc1
- Gap between HOMO and LUMO: 9.835 eV
- E_HOMO: -8.851 eV
- ΔE to the lowest compared entry with this formula, charge and spin: 8.1 kcal/mol
- DFT total energy: -8294.6438 eV

Bonds (Å) are listed after each position.
Element x y z (Å)
1 H -1.3003 0.4707 -1.5820  C11 1.093
2 H -1.5159 1.1517 0.7678  C9 1.095
3 H -1.3463 -1.2323 -1.1598  C11 1.088
4 H 2.8324 -0.3406 1.5082  C5 1.078
5 C 2.1020 -0.1346 0.7419  H4 1.078, C10 1.364, N13 1.378
6 C 1.0290 1.0154 -0.6730  N7 1.366, N13 1.303, H15 1.081
7 N 0.3984 -0.1954 -0.6380  C6 1.366, C10 1.386, C11 1.452
8 H 0.8882 -1.9931 0.4673  C10 1.082
9 C -1.7320 0.1085 0.5134  H2 1.095, C11 1.527, H12 1.094, H14 1.094
10 C 1.1103 -0.9503 0.2814  C5 1.364, N7 1.386, H8 1.082
11 C -1.0437 -0.2504 -0.8014  H1 1.093, H3 1.088, N7 1.452, C9 1.527
12 H -2.8148 -0.0331 0.4531  C9 1.094
13 N 2.0530 1.0985 0.1278  C5 1.378, C6 1.303
14 H -1.3448 -0.5175 1.3232  C9 1.094
15 H 0.6845 1.8025 -1.3298  C6 1.081



3.
The following is a quantum chemistry calculation of one molecule with the formula C5H8N2, from the Open Molecules 2025 dataset.

Properties
- E_LUMO: 1.0 eV
- Largest force on an atom: 0.7 eV Å⁻¹
- Structure (SMILES): Cc1c[nH]c(N)c1
- Gap between HOMO and LUMO: 8.703 eV
- E_HOMO: -7.657 eV
- ΔE to the lowest compared entry with this formula, charge and spin: 3.8 kcal/mol
- DFT total energy: -8294.8302 eV

Bonds (Å) are listed after each position.
Element x y z (Å)
1 C 1.3291 -0.1452 0.0200  N8 1.364, N12 1.412, C15 1.370
2 H 0.0554 -1.8810 0.3817  C15 1.083
3 C -0.9082 0.1094 -0.0040  C4 1.371, C14 1.497, C15 1.424
4 C -0.3276 1.2941 -0.3753  C3 1.371, H7 1.078, N8 1.378
5 H 2.5355 -1.3022 0.9727  N12 1.001
6 H -2.9734 0.6959 -0.0882  C14 1.094
7 H -0.7753 2.2302 -0.6688  C4 1.078
8 N 1.0409 1.1304 -0.3679  C1 1.364, C4 1.378, H10 1.007
9 H -2.6375 -0.5853 1.0859  C14 1.097
10 H 1.7328 1.8570 -0.4546  N8 1.007
11 H -2.6624 -0.9572 -0.6390  C14 1.096
12 N 2.6479 -0.5555 0.3158  C1 1.412, H5 1.001, H13 1.016
13 H 3.1532 -0.8851 -0.5011  N12 1.016
14 C -2.3701 -0.1979 0.0951  C3 1.497, H6 1.094, H9 1.097, H11 1.096
15 C 0.1513 -0.8141 0.2244  C1 1.370, H2 1.083, C3 1.424



4.
The following is a quantum chemistry calculation of one molecule with the formula C5H8N2, from the Open Molecules 2025 dataset.

Properties
- E_LUMO: 1.1 eV
- Largest force on an atom: 0.6 eV Å⁻¹
- Structure (SMILES): C/N=C/[C@]1(C)C=N1
- Gap between HOMO and LUMO: 10.549 eV
- E_HOMO: -9.472 eV
- ΔE to the lowest compared entry with this formula, charge and spin: 62.8 kcal/mol
- DFT total energy: -8292.2719 eV

Bonds (Å) are listed after each position.
Element x y z (Å)
1 C 0.9732 1.5255 1.1141  H5 1.087, N6 1.251, C11 1.453
2 H 2.0604 -1.1792 -0.8117  C10 1.096
3 H 2.8371 0.4142 -0.7701  C10 1.094
4 H 2.7739 -0.5823 0.6933  C10 1.097
5 H 1.1293 1.8874 2.1272  C1 1.087
6 N 0.8808 1.9348 -0.0643  C1 1.251, C11 1.526
7 C -0.3680 -0.3065 -0.0879  H9 1.103, C11 1.499, N15 1.266
8 H -3.1510 -0.1187 -1.2747  C12 1.096
9 H -0.2532 -1.3828 -0.3000  C7 1.103
10 C 2.2141 -0.2823 -0.2013  H2 1.096, H3 1.094, H4 1.097, C11 1.525
11 C 0.9150 0.4264 0.1657  C1 1.453, N6 1.526, C7 1.499, C10 1.525
12 C -2.6683 -0.5378 -0.3850  H8 1.096, H13 1.103, H14 1.096, N15 1.448
13 H -2.4563 -1.6055 -0.5651  C12 1.103
14 H -3.3868 -0.4547 0.4380  C12 1.096
15 N -1.5000 0.2613 -0.0782  C7 1.266, C12 1.448



5.
The following is a quantum chemistry calculation of one molecule with the formula C5H8N2 at a distorted geometry, from the Open Molecules 2025 dataset.

Properties
- E_LUMO (spin up / spin down): -0.4 / -0.4 eV
- Largest force on an atom: 2.2 eV Å⁻¹
- Gap between HOMO and LUMO (spin up / spin down): 7.451 / 7.454 eV
- E_HOMO (spin up / spin down): -7.838 / -7.840 eV
- ΔE to the lowest compared entry with this formula, charge and spin: 132.0 kcal/mol
- DFT total energy: -8289.2730 eV

Bonds (Å) are listed after each position.
Element x y z (Å)
1 C -2.1440 0.2029 -0.0401  C6 1.512, H8 1.096, H9 1.094, H13 1.095
2 H -1.5041 -0.7394 -1.9204  C6 1.099
3 H 3.0430 -0.6450 1.4720  C14 1.116
4 H 1.7613 0.1782 2.3864  C14 1.072
5 N 0.0879 -0.9609 -0.5436  C6 1.408, C11 1.460
6 C -1.0923 -0.3323 -0.9862  C1 1.512, H2 1.099, N5 1.408, C11 1.498
7 H 1.3507 -0.8337 0.8755  C14 1.095
8 H -2.5966 -0.6345 0.5029  C1 1.096
9 H -1.7172 0.8915 0.6957  C1 1.094
10 C 0.8528 1.0933 -0.2509  C11 1.420, N12 1.202
11 C 0.2358 0.3043 -1.2573  N5 1.460, C6 1.498, C10 1.420, H15 1.086
12 N 1.6065 1.3531 0.6485  C10 1.202, C14 1.754
13 H -2.9371 0.7211 -0.5894  C1 1.095
14 C 2.0364 -0.1678 1.4097  H3 1.116, H4 1.072, H7 1.095, N12 1.754
15 H 0.6834 0.3726 -2.2441  C11 1.086



6.
The following is a quantum chemistry calculation of one molecule with the formula C5H8N2 at a distorted geometry, from the Open Molecules 2025 dataset.

Properties
- E_LUMO: 1.0 eV
- Largest force on an atom: 2.6 eV Å⁻¹
- Structure (SMILES): C[C@H]1CN1CC#N
- Gap between HOMO and LUMO: 10.820 eV
- E_HOMO: -9.857 eV
- ΔE to the lowest compared entry with this formula, charge and spin: 52.2 kcal/mol
- DFT total energy: -8292.7321 eV

Bonds (Å) are listed after each position.
Element x y z (Å)
1 H -0.4562 2.2824 1.2472  C9 1.078
2 C 0.1055 -0.5125 -0.3572  H4 1.170, N6 1.485, C11 1.491, C14 1.514
3 H 0.7068 -1.6857 -2.0240  C14 1.091
4 H -1.0442 -0.7303 -0.3483  C2 1.170
5 H -0.8978 0.8074 2.1034  C9 1.096
6 N 0.5772 0.6055 0.4983  C2 1.485, C9 1.454, C11 1.448
7 C -1.7265 1.0404 0.2702  C9 1.452, N15 1.152
8 H 0.2724 -1.1487 1.7453  C11 1.087
9 C -0.5762 1.2164 1.1383  H1 1.078, H5 1.096, N6 1.454, C7 1.452
10 H 1.8717 -0.4080 -1.6559  C14 1.098
11 C 0.8488 -0.7549 0.9120  C2 1.491, N6 1.448, H8 1.087, H13 1.085
12 H 0.3475 -0.0078 -2.4560  C14 1.094
13 H 1.9048 -1.0060 0.9004  C11 1.085
14 C 0.8009 -0.6493 -1.6948  C2 1.514, H3 1.091, H10 1.098, H12 1.094
15 N -2.7347 0.9513 -0.2790  C7 1.152